Entry 1:
Density functional theory data (the ωB97M-V functional and the def2-TZVPD basis) for a 18-piece molecular cluster, C42H37Cl51NO6PS overall in a non-equilibrium geometry.

```
139
C42H37Cl51NO6PS | the OMol25 dataset | the ωB97M-V functional and the def2-TZVPD basis
C 0.3507 0.6046 -1.6054
C -0.0294 0.3494 -0.5097
C -0.5471 -0.1262 0.7621
C -1.7226 -1.0615 0.5312
C -1.5522 -2.4201 0.7658
C -2.6262 -3.2801 0.5591
C -3.8541 -2.7887 0.1253
O -4.8461 -3.7152 -0.0362
C -5.6076 -3.9065 1.1693
C -6.8518 -4.7388 0.8907
C -7.0447 -5.0590 -0.5836
O -7.9815 -4.0188 1.3816
C -4.0478 -1.4150 -0.1504
P -5.6553 -0.8525 -0.8208
O -6.7838 -1.9181 -0.5211
O -5.5109 -0.9967 -2.3902
S -6.2369 0.8705 -0.2114
C -2.9623 -0.5615 0.0675
C -2.9617 0.9200 -0.1552
C -3.0176 1.8147 0.9012
C -2.9020 3.1581 0.5840
C -2.7877 3.5099 -0.7437
N -2.7667 2.6884 -1.7923
C -2.8363 1.4073 -1.4429
C -2.3640 -4.7389 0.7932
O -3.1448 -5.5202 1.2570
C -1.0080 -5.1747 0.3735
C -0.7871 -6.4022 -0.2429
C 0.5063 -6.7235 -0.6305
C 1.5706 -5.8545 -0.4149
C 1.3544 -4.6332 0.2078
C 0.0591 -4.3116 0.5856
C -0.2615 -3.0210 1.2254
O 0.4455 -2.5334 2.0629
H 0.7743 0.8338 -2.5457
H -0.8647 0.7153 1.3614
H 0.2495 -0.6196 1.2981
H -5.9114 -2.9182 1.5021
H -5.0048 -4.3320 1.9603
H -6.7705 -5.6943 1.4091
H -6.2690 -5.7236 -0.9452
H -7.1381 -4.1661 -1.1775
H -7.9866 -5.5999 -0.6739
H -8.7441 -4.5818 1.2326
H -7.2406 -1.5875 0.2659
H -5.3768 -0.1289 -2.8019
H -3.0793 1.4699 1.9206
H -2.8647 3.9115 1.3450
H -2.7126 4.5635 -0.9616
H -2.7557 0.6847 -2.2460
H -1.6366 -7.0412 -0.4156
H 0.6717 -7.6751 -1.1087
H 2.5541 -6.1487 -0.7433
H 2.1747 -3.9605 0.3953
C 4.1505 -0.9339 -0.8584
Cl 2.5066 -0.5133 -0.3851
Cl 5.1167 0.5251 -1.1240
Cl 4.9369 -1.9655 0.3439
H 4.1048 -1.5013 -1.7846
C 4.3081 1.8090 -5.2650
Cl 5.1684 2.9906 -4.2811
Cl 2.9946 1.0706 -4.3435
Cl 3.6851 2.5507 -6.7380
H 5.0030 1.0246 -5.5617
C 6.7410 1.4706 2.1289
Cl 5.1013 1.7770 2.7003
Cl 7.5769 2.9791 1.7751
Cl 7.6474 0.5135 3.3090
H 6.6722 0.8999 1.2119
C 8.6259 -0.9092 -1.9511
Cl 7.9417 0.4249 -2.8849
Cl 10.3435 -1.1154 -2.2803
Cl 8.3768 -0.6716 -0.2197
H 8.1148 -1.8171 -2.2467
C 1.0384 5.2194 -2.5635
Cl 1.9242 6.2492 -1.4282
Cl -0.4083 4.5622 -1.8000
Cl 0.6302 6.1081 -4.0311
H 1.6842 4.3944 -2.8363
C -6.4885 4.8439 1.7150
Cl -5.4881 3.4258 1.4030
Cl -8.1652 4.5389 1.2654
Cl -6.3767 5.3249 3.4162
H -6.1178 5.6603 1.1101
C 5.2837 6.5187 0.2558
Cl 4.4801 6.0282 1.7469
Cl 6.3492 7.8916 0.5476
Cl 6.1838 5.1697 -0.4378
H 4.5272 6.8197 -0.4553
C -12.2824 4.6517 0.0537
Cl -11.1452 3.3369 0.3528
Cl -11.5928 6.1960 0.5565
Cl -12.7522 4.7009 -1.6436
H -13.1705 4.4707 0.6438
C 5.5659 -2.2510 -5.4630
Cl 4.8830 -1.0335 -6.5466
Cl 7.3040 -2.3970 -5.7015
Cl 5.2121 -1.8637 -3.7761
H 5.1085 -3.2020 -5.6991
C 6.4429 -3.4644 3.6957
Cl 4.8197 -3.9599 3.2177
Cl 7.3628 -4.8343 4.3139
Cl 7.3121 -2.7159 2.3520
H 6.3518 -2.7294 4.4846
C 11.1644 -4.6242 6.0533
Cl 10.3457 -3.5738 4.9022
Cl 10.3241 -6.1715 6.1941
Cl 12.8492 -4.8703 5.5931
H 11.1470 -4.1439 7.0217
C -5.5330 3.0905 -4.8912
Cl -5.4503 4.5986 -3.9877
Cl -4.9434 1.7487 -3.9031
Cl -7.1724 2.7829 -5.4573
H -4.8853 3.1742 -5.7526
C 6.2616 -6.7949 -0.7770
Cl 5.5882 -5.1769 -0.5963
Cl 5.0207 -8.0240 -0.5222
Cl 7.0149 -6.9864 -2.3611
H 7.0250 -6.9268 -0.0222
C 8.9631 9.4851 3.6930
Cl 10.6711 9.2881 4.0864
Cl 8.7657 10.0449 2.0305
Cl 8.0821 7.9822 3.9578
H 8.5512 10.2376 4.3508
C -7.8611 2.9681 5.7734
Cl -6.8394 1.5764 5.4127
Cl -9.5257 2.6711 5.2754
Cl -7.7795 3.3825 7.4873
H -7.4879 3.8076 5.2048
C -16.9055 4.8516 -2.7499
Cl -18.5508 5.3391 -2.3427
Cl -15.8551 6.2610 -2.8929
Cl -16.2773 3.7181 -1.5525
H -16.9297 4.3503 -3.7074
C 13.0589 -2.3098 0.6882
Cl 11.3991 -2.1731 1.2667
Cl 13.6476 -3.9627 0.8664
Cl 13.1863 -1.7768 -0.9903
H 13.6807 -1.6641 1.2925
```

As for the LUMO energy: -0.908 eV. The calculation puts the calculated total energy at -26338.06133 hartree. The energy above the lowest of the compared OMol25 structures with the same formula, charge and spin is 0.0 kJ/mol. The HOMO energy is -8.7 eV. The charge is 0.

---

Entry 2:
Density functional theory data (the ωB97M-V functional and the def2-TZVPD basis) for a 10-piece molecular cluster, H20O10 overall in a non-equilibrium geometry.

```
30
H20O10 | the OMol25 dataset | the ωB97M-V functional and the def2-TZVPD basis
O -21.4030 9.9190 1.3650
H -22.3080 9.6430 1.1390
H -21.4390 10.8710 1.4270
O -22.7120 14.9970 4.0090
H -23.4080 15.4080 4.4950
H -22.5510 14.1720 4.4050
O -22.0360 12.7380 1.6620
H -22.3930 12.2650 0.8810
H -22.7860 12.5540 2.2480
O -24.3350 11.9150 2.8360
H -24.1300 11.1970 3.4070
H -24.7210 12.6040 3.4330
O -23.1450 15.3000 0.9290
H -22.6510 14.9630 0.1700
H -22.9540 14.7500 1.7130
O -20.0200 14.6520 1.3540
H -20.5490 13.9390 1.5600
H -20.0650 15.1530 2.1650
O -20.8480 9.9380 -1.2730
H -21.3670 9.2150 -1.6720
H -20.9700 9.9590 -0.3030
O -23.0000 11.5910 -0.7910
H -23.6200 10.9550 -1.1320
H -22.2720 11.5300 -1.4790
O -22.2220 12.5430 4.9920
H -21.4760 12.9160 5.4740
H -22.8500 12.2550 5.5670
O -21.7750 14.1610 -1.1530
H -21.1390 13.6520 -0.6880
H -21.2650 14.7460 -1.7640
```

As for the LUMO energy: -0.294 eV. The calculation puts the calculated total energy at -764.36865 hartree. Its SMILES is O.O.O.O.O.O.O.O.O.O. The energy above the lowest of the compared OMol25 structures with the same formula, charge and spin is 297.4 kJ/mol. The HOMO energy is -9.3 eV. The charge is 0.

---

We obtain HOMO-LUMO gap values of 7.8, 9.0 eV for the records listed above, in that order.